Entry 1:
The following is a DFT calculation (the ωB97M-V functional and the def2-TZVPD basis) of a molecular structure, C33H38BrN2O2S in a non-equilibrium geometry.

Values from the calculation:
Frontier orbital gap ... 0.2312 Eh
Strongest force on any atom ... 6.31 eV/Å
Charge ... +1
Highest occupied orbital energy ... -10.068 eV
Calculated total energy ... -4512.137273 hartree

Positions of all 77 atoms, in Å:
1 C -1.3286 2.9908 3.2296
2 S -1.3567 2.3128 1.5309
3 C -2.0095 3.7789 0.6920
4 C 0.3676 2.3734 1.0485
5 C 1.0963 1.5503 2.0578
6 C 2.5464 1.8862 2.2458
7 C 2.9862 3.2171 2.3348
8 C 4.3529 3.4971 2.4115
9 C 5.2725 2.4379 2.3898
10 Br 7.1305 2.8033 2.4244
11 C 4.8307 1.1038 2.3611
12 C 3.4627 0.8337 2.3196
13 O 0.5679 0.6137 2.6642
14 H -2.3747 2.9465 3.5525
15 H -0.7144 2.3548 3.8699
16 H -0.9816 4.0295 3.2225
17 H -3.0968 3.6965 0.7895
18 H -1.6438 4.6865 1.1841
19 H -1.7279 3.7483 -0.3636
20 H 0.6671 3.4303 1.0547
21 H 2.2519 4.0262 2.3526
22 H 4.7043 4.5219 2.4751
23 H 5.5478 0.2930 2.3716
24 H 3.0905 -0.1917 2.3178
25 C -2.5439 -4.2597 -3.0407
26 N -2.3760 -3.1839 -2.0917
27 C -3.2728 -2.9725 -1.0804
28 O -4.3132 -3.6018 -0.9098
29 C -2.7454 -1.8092 -0.2392
30 C -2.5048 -2.1874 1.2253
31 C -3.7928 -2.5566 1.9304
32 C -3.9280 -3.8095 2.5386
33 C -5.1670 -4.2034 3.0505
34 C -6.2562 -3.3254 2.9994
35 C -6.0984 -2.0437 2.4574
36 C -4.8588 -1.6514 1.9414
37 N -1.5226 -1.4330 -0.9547
38 C -0.7686 -0.4073 -0.5253
39 C 0.4148 -0.0031 -1.1463
40 C 1.1016 1.1581 -0.8761
41 C 2.3393 1.4666 -1.5206
42 C 3.1044 2.6241 -1.1916
43 C 4.3277 2.8935 -1.7871
44 C 4.8305 2.0727 -2.8070
45 C 6.1094 2.4101 -3.5073
46 C 4.1028 0.9320 -3.1630
47 C 2.9044 0.6268 -2.5424
48 C -1.2047 -2.3198 -2.0940
49 C 0.0617 -3.1537 -1.8304
50 C -1.1193 -1.5775 -3.4384
51 H -3.4697 -4.7916 -2.8137
52 H -2.5916 -3.8658 -4.0630
53 H -1.7005 -4.9593 -2.9844
54 H -3.4738 -0.9786 -0.2921
55 H -1.8047 -3.0398 1.2523
56 H -2.0193 -1.3386 1.7334
57 H -3.0639 -4.4787 2.5622
58 H -5.2784 -5.2019 3.4774
59 H -7.2293 -3.6390 3.3834
60 H -6.9377 -1.3474 2.4211
61 H -4.7163 -0.6550 1.5133
62 H -1.1416 0.1183 0.3618
63 H 0.7896 -0.6731 -1.9206
64 H 0.5569 1.9528 -0.1498
65 H 2.7077 3.3120 -0.4437
66 H 4.9103 3.7612 -1.4701
67 H 6.3155 1.6774 -4.2924
68 H 6.0597 3.4028 -3.9708
69 H 6.9596 2.4188 -2.8148
70 H 4.4976 0.2805 -3.9473
71 H 2.3787 -0.2770 -2.8592
72 H -0.1169 -3.8352 -0.9868
73 H 0.3018 -3.7399 -2.7266
74 H 0.9180 -2.5214 -1.5866
75 H -2.1168 -1.2093 -3.7132
76 H -0.4366 -0.7275 -3.3916
77 H -0.7643 -2.2703 -4.2116


Entry 2:
The following is a DFT calculation (the ωB97M-V functional and the def2-TZVPD basis) of a molecular structure, C33H38FIIrN7O5 in a non-equilibrium geometry.

Values from the calculation:
Energy above the lowest of the compared OMol25 structures with the same formula, charge and spin ... 0.000 eV
Frontier orbital gap (spin up / spin down) ... 0.2318 / 0.1619 Eh
Strongest force on any atom ... 1.61 eV/Å
Charge ... +3
Spin multiplicity ... 6
⟨S²⟩ ... 8.76
Highest occupied orbital energy (spin up / spin down) ... -13.690 / -13.687 eV
Calculated total energy ... -2540.696480 hartree

Positions of all 86 atoms, in Å:
1 Ir 2.1555 1.7760 1.1260
2 F -1.3088 -4.3212 0.4212
3 C -1.8753 -3.1022 0.3831
4 C -1.0524 -2.0218 0.4518
5 C -1.5758 -0.7238 0.4472
6 C -0.6923 0.4284 0.4918
7 O 0.5964 0.2408 0.5739
8 C -1.2934 1.6822 0.3492
9 C -2.6782 1.7681 0.2668
10 N -3.4957 0.7161 0.3342
11 C -4.9352 0.9041 0.2454
12 C -5.5569 1.9898 1.0639
13 C -5.7789 0.5528 1.4294
14 C -2.9625 -0.5627 0.3786
15 C -3.7926 -1.6905 0.3167
16 C -3.2760 -2.9700 0.3033
17 N -4.1570 -4.0782 0.1963
18 C -3.6496 -5.3495 -0.2847
19 C -4.7831 -6.0964 -0.9939
20 N -6.1146 -5.6816 -0.4221
21 C -5.9863 -5.4735 1.0554
22 C -5.1316 -4.2301 1.2847
23 C -0.5084 2.8987 0.0053
24 O -0.8281 3.5461 -0.9611
25 O 0.5666 3.1468 0.7621
26 H 0.0164 -2.1721 0.5143
27 H -3.1490 2.7328 0.1290
28 H -5.3166 0.7293 -0.7491
29 H -6.3624 2.5357 0.5994
30 H -4.9081 2.5701 1.7059
31 H -6.7478 0.1291 1.2304
32 H -5.2703 0.1994 2.3148
33 H -4.8615 -1.5670 0.2292
34 H -3.2242 -5.9648 0.5121
35 H -2.8585 -5.1908 -1.0114
36 H -4.7034 -7.1755 -0.8571
37 H -4.8394 -5.8703 -2.0559
38 H -6.8354 -6.3762 -0.6378
39 H -6.4104 -4.8054 -0.8610
40 H -5.5494 -6.3872 1.4520
41 H -6.9794 -5.3524 1.4797
42 H -4.6558 -4.3230 2.2657
43 H -5.7897 -3.3542 1.3216
44 I 11.1634 1.6884 -0.0823
45 C 9.0795 1.7909 0.2170
46 C 8.2277 1.9683 -0.8740
47 C 6.8572 1.9910 -0.6741
48 C 6.3274 1.8224 0.6034
49 C 7.1813 1.6555 1.6939
50 C 8.5558 1.6564 1.5059
51 C 4.8880 1.7925 0.8325
52 O 4.3525 1.3527 1.8978
53 O 4.0382 2.2143 -0.0620
54 H 8.6368 2.0929 -1.8630
55 H 6.2038 2.1420 -1.5161
56 H 6.7760 1.5287 2.6882
57 H 9.2141 1.5405 2.3484
58 N 1.7764 2.3936 5.3680
59 C 1.9476 1.0269 5.4361
60 C 1.9950 0.5929 4.1557
61 N 1.8594 1.6846 3.3092
62 C 1.7261 2.7512 4.0853
63 H 1.7225 3.0375 6.1418
64 H 2.0186 0.5075 6.3756
65 H 2.1377 -0.4002 3.7823
66 H 1.5969 3.7659 3.7518
67 C 3.0819 1.0765 -2.4863
68 C 3.1649 1.2214 -4.0872
69 N 1.9484 1.8328 -4.4997
70 C 0.8053 1.0451 -4.1649
71 C 0.7185 1.0511 -2.5538
72 N 1.8799 1.7362 -2.0698
73 C 1.8795 3.1201 -2.4276
74 C 1.8263 3.1819 -4.0489
75 H 3.9474 1.5591 -2.0588
76 H 3.0457 0.0211 -2.2106
77 H 3.2776 0.2393 -4.5369
78 H 4.0084 1.8575 -4.3442
79 H 0.9354 0.0292 -4.5213
80 H -0.0922 1.4921 -4.5840
81 H 0.6992 0.0234 -2.1857
82 H -0.1753 1.5880 -2.2568
83 H 2.8023 3.5941 -2.0910
84 H 0.9984 3.6359 -2.0441
85 H 2.6516 3.7934 -4.3961
86 H 0.8738 3.5994 -4.3604


Entry 3:
The following is a DFT calculation (the ωB97M-V functional and the def2-TZVPD basis) of a molecular structure, C33H38FN7O3PPd in a non-equilibrium geometry.

Values from the calculation:
Energy above the lowest of the compared OMol25 structures with the same formula, charge and spin ... 1.238 eV
Frontier orbital gap ... 0.2013 Eh
Strongest force on any atom ... 3.67 eV/Å
Charge ... +1
Highest occupied orbital energy ... -8.724 eV
Calculated total energy ... -2458.182058 hartree

Positions of all 84 atoms, in Å:
1 Pd 0.1704 -0.0350 0.0184
2 C -3.4734 -4.0931 5.6128
3 C -3.9141 -2.7371 5.0674
4 N -2.8287 -2.0349 4.4107
5 C -2.6001 -2.3189 3.0992
6 C -1.7148 -1.6625 2.2912
7 C -1.7211 -2.1810 0.8519
8 O -2.2773 -3.2510 0.6584
9 O -1.2301 -1.4862 -0.1007
10 C -0.9575 -0.5759 2.8377
11 O -0.1179 0.1766 2.2375
12 C -1.1662 -0.3257 4.2392
13 C -0.4496 0.7246 4.8392
14 C -0.5788 0.9798 6.1838
15 F 0.1025 2.0543 6.6783
16 C -1.3408 0.1710 7.0149
17 C -2.0865 -0.8668 6.4105
18 C -2.0508 -1.0860 5.0382
19 N -1.3562 0.2698 8.4324
20 C -0.4084 1.1646 9.0748
21 C -0.4512 0.8773 10.5889
22 N -1.0424 -0.4729 10.7531
23 C -2.4923 -0.4504 10.4243
24 C -2.6394 0.3375 9.1059
25 H -4.3021 -4.5867 6.1137
26 H -2.6513 -3.9795 6.3150
27 H -3.1378 -4.7269 4.7965
28 H -4.3201 -2.1041 5.8596
29 H -4.7104 -2.8878 4.3333
30 H -3.1799 -3.1207 2.6663
31 H 0.2006 1.3262 4.2298
32 H -2.6767 -1.5054 7.0483
33 H -0.6298 2.2270 8.8993
34 H 0.5855 0.9571 8.6729
35 H -1.0750 1.5980 11.1192
36 H 0.5489 0.9068 11.0219
37 H -0.8704 -0.8606 11.6837
38 H -0.5966 -1.0564 10.0287
39 H -3.0508 0.0197 11.2332
40 H -2.8365 -1.4796 10.3152
41 H -2.9248 1.3789 9.3135
42 H -3.4154 -0.1022 8.4821
43 C 2.5984 3.4736 0.2751
44 C 3.7958 2.9582 0.7842
45 C 3.9180 1.5929 0.9215
46 C 2.8711 0.7522 0.5429
47 N 1.6996 1.2733 0.0661
48 C 1.5846 2.5987 -0.0482
49 C 2.9018 -0.6953 0.6079
50 C 4.0318 -1.4734 0.8833
51 C 3.9316 -2.8503 0.9082
52 C 2.7214 -3.4758 0.6540
53 C 1.5875 -2.7178 0.3765
54 C 1.6823 -1.3431 0.3423
55 H 2.4678 4.5360 0.1464
56 H 4.6009 3.6178 1.0657
57 H 4.8159 1.1625 1.3350
58 H 0.6357 2.9682 -0.4297
59 H 4.9848 -1.0043 1.0718
60 H 4.8028 -3.4475 1.1306
61 H 2.6526 -4.5527 0.6657
62 H 0.6500 -3.2208 0.1767
63 C -4.7043 2.3105 -1.6037
64 N -4.4138 0.8969 -1.7410
65 C -3.8768 0.6503 -3.0678
66 N -2.7025 1.4580 -3.3642
67 C -3.0143 2.8633 -3.1585
68 N -3.5387 3.1495 -1.8316
69 C -2.5437 2.9803 -0.7973
70 P -1.8418 1.2302 -0.7270
71 C -3.5332 0.4068 -0.7078
72 C -1.5640 1.0465 -2.5738
73 H -5.0951 2.5057 -0.6022
74 H -5.4622 2.5797 -2.3454
75 H -4.6545 0.8928 -3.7988
76 H -3.6078 -0.4057 -3.1509
77 H -3.7737 3.1557 -3.8906
78 H -2.1096 3.4571 -3.3216
79 H -3.0031 3.2032 0.1738
80 H -1.7342 3.6998 -0.9616
81 H -3.9981 0.5810 0.2689
82 H -3.4124 -0.6724 -0.8362
83 H -1.3460 -0.0103 -2.7794
84 H -0.6908 1.6442 -2.8728